Density functional theory data (ωB97M-V/def2-TZVPD) for an isolated molecule of C17H13ClO3.

Its structure (SMILES) is CCCOc1ccc(Cl)c2c1C(=O)c1ccccc1C2=O. The HOMO energy comes out at -9.16 eV. As for the orbital gap: 8.336 eV. Its largest force on an atom is 0.2 eV Å⁻¹.

Last column: natural (NBO) charge in e.
Positions of all 34 atoms, in Å:
C (-0.152162, 3.816539, 0.760818)  -0.605
C (-0.755839, 2.643763, -0.012252)  -0.433
C (-2.155848, 2.298299, 0.476156)  -0.053
O (-2.532199, 0.943168, 0.208054)  -0.498
C (-1.845987, 0.005463, 0.914482)  0.320
C (-2.052729, -0.110676, 2.286638)  -0.233
C (-1.379968, -1.068264, 3.017819)  -0.200
C (-0.486867, -1.931388, 2.392465)  -0.009
Cl (0.349635, -3.064753, 3.396289)  0.041
C (-0.257285, -1.833930, 1.020764)  -0.149
C (-0.948315, -0.852730, 0.278790)  -0.102
C (-0.667863, -0.725888, -1.186715)  0.532
O (-1.473831, -0.319910, -1.987666)  -0.490
C (0.711752, -1.114090, -1.600318)  -0.115
C (1.285763, -0.559256, -2.738599)  -0.161
C (2.558632, -0.955322, -3.121528)  -0.193
C (3.238402, -1.932126, -2.396962)  -0.195
C (2.650496, -2.515709, -1.285511)  -0.155
C (1.392698, -2.088031, -0.874564)  -0.131
C (0.731932, -2.707851, 0.306334)  0.548
O (0.998912, -3.832358, 0.664014)  -0.494
H (-0.645466, 4.757598, 0.521818)  0.206
H (0.907438, 3.918573, 0.529010)  0.216
H (-0.233388, 3.637735, 1.833926)  0.202
H (-0.091207, 1.782865, 0.079825)  0.204
H (-0.810490, 2.883657, -1.075203)  0.212
H (-2.896746, 2.895596, -0.052525)  0.199
H (-2.266086, 2.508890, 1.544956)  0.162
H (-2.756683, 0.550508, 2.773741)  0.230
H (-1.543123, -1.156118, 4.082391)  0.234
H (0.727732, 0.168009, -3.311284)  0.234
H (3.010573, -0.505566, -3.994984)  0.219
H (4.226015, -2.241481, -2.711246)  0.220
H (3.162102, -3.295215, -0.738933)  0.235

Cartesian forces, eV/Å:
C 0.0322 -0.2176 -0.0786
C 0.0469 0.2062 -0.0401
C -0.1128 0.0366 -0.0157
O 0.0378 0.0187 -0.1012
C -0.0363 -0.0526 0.0207
C 0.0892 -0.0964 0.0022
C -0.0219 0.0491 -0.0951
C 0.0253 0.0030 -0.1538
Cl -0.0183 -0.0003 0.0658
C -0.1585 0.1036 0.1242
C 0.0018 -0.1454 0.0910
C 0.0845 0.0677 0.0766
O -0.0030 0.0621 -0.0598
C 0.0624 -0.0547 -0.0957
C 0.0732 -0.1312 0.0487
C -0.1258 -0.0011 0.0782
C -0.0872 0.0812 -0.0424
C 0.0179 0.0646 -0.1162
C 0.0274 0.0073 -0.1068
C 0.0661 -0.1435 0.1447
O -0.0082 0.1995 -0.0688
H -0.0464 0.0441 0.0586
H -0.0073 0.0929 -0.0498
H -0.0047 0.0770 0.0433
H -0.0761 -0.0932 0.1102
H 0.0870 -0.0896 -0.0431
H -0.0452 0.0130 0.0542
H 0.0957 -0.0472 0.0575
H -0.0110 0.0173 -0.0139
H 0.0221 -0.0302 0.0192
H -0.0300 0.0295 0.0055
H 0.0684 -0.0305 -0.0102
H 0.0145 -0.0178 0.0102
H -0.0595 -0.0222 0.0801